Record 1
C17H56O11 | ωB97M-V with the def2-TZVPD basis set

Structure (ORCA input):
```
! RIJCOSX wB97M-V def2-TZVPD def2/J DEFGRID3
* xyz 0 1
C 16.635 20.995 17.869
C 17.629 20.375 16.881
O 17.340 18.985 16.688
H 16.830 20.607 18.874
H 15.622 20.695 17.604
H 16.768 22.074 17.917
H 18.620 20.505 17.323
H 17.571 20.898 15.928
H 17.744 18.509 17.418
C 19.454 25.072 13.159
C 18.311 26.041 12.941
O 18.022 26.832 14.095
H 20.366 25.592 13.441
H 19.649 24.511 12.236
H 19.204 24.285 13.877
H 17.401 25.538 12.595
H 18.565 26.736 12.135
H 17.529 26.241 14.676
C 19.181 18.811 13.594
C 19.993 20.055 13.861
O 19.580 21.155 13.044
H 18.147 18.855 13.943
H 19.614 18.010 14.209
H 19.266 18.532 12.548
H 21.031 19.865 13.588
H 19.957 20.376 14.909
H 18.617 21.249 13.162
C 17.402 24.265 9.636
C 16.966 22.835 9.417
O 15.515 22.828 9.183
H 17.378 24.525 10.693
H 16.796 24.956 9.059
H 18.453 24.392 9.358
H 17.100 22.177 10.275
H 17.458 22.402 8.545
H 15.383 22.380 8.345
C 19.508 23.473 16.617
C 20.482 24.617 16.618
O 19.849 25.773 17.167
H 18.739 23.610 15.852
H 18.974 23.383 17.566
H 20.052 22.545 16.438
H 20.841 24.787 15.599
H 21.338 24.368 17.258
H 20.387 26.541 16.961
C 13.707 19.668 12.886
C 14.685 18.763 13.586
O 15.350 19.528 14.612
H 12.972 20.116 13.552
H 13.137 19.110 12.138
H 14.264 20.448 12.363
H 15.437 18.398 12.876
H 14.226 17.887 14.051
H 15.770 18.886 15.201
C 12.929 24.299 10.731
O 13.963 24.002 11.678
H 12.464 23.378 10.372
H 12.211 24.965 11.194
H 13.397 24.755 9.854
H 14.488 23.277 11.320
C 16.863 18.985 10.316
O 15.645 18.846 9.599
H 17.429 19.725 9.748
H 16.765 19.384 11.328
H 17.448 18.061 10.321
H 14.990 18.410 10.151
C 16.366 22.744 13.561
O 16.858 21.477 13.106
H 16.144 23.430 12.749
H 15.488 22.574 14.188
H 17.086 23.222 14.235
H 16.364 20.803 13.592
C 13.106 26.303 14.053
O 14.378 26.191 13.417
H 12.449 26.908 13.424
H 12.663 25.313 14.180
H 13.249 26.773 15.024
H 14.384 25.375 12.890
C 15.434 24.690 16.783
O 16.075 25.513 15.842
H 14.857 23.911 16.270
H 16.204 24.201 17.379
H 14.784 25.226 17.479
H 15.450 26.119 15.422
*
```

Results
* energy relative to the best compared isomer or geometry (same formula, charge and spin): 18.3 kcal/mol
* orbital gap: 9.879 eV
* SMILES: CCO.CCO.CCO.CCO.CCO.CCO.CO.CO.CO.CO.CO

Löwdin charges, unit e, in atom order: -0.0673, -0.3031, -0.0891, 0.0754, 0.0766, 0.0477, 0.1082, 0.0967, 0.0921, -0.0765, -0.3145, -0.0748, 0.0740, 0.0744, 0.0433, 0.0812, 0.1128, 0.0329, -0.0829, -0.3121, -0.1043, 0.0518, 0.0785, 0.0727, 0.1101, 0.0901, 0.0219, -0.0681, -0.2633, -0.1071, 0.0411, 0.0823, 0.0794, 0.0933, 0.1113, 0.0778, -0.0894, -0.3169, -0.0719, 0.0499, 0.0750, 0.0717, 0.0943, 0.1098, 0.0827, -0.0745, -0.2865, -0.1053, 0.0816, 0.0796, 0.0693, 0.0966, 0.1185, 0.0669, -0.1122, -0.1625, 0.0824, 0.0777, 0.0800, 0.0547, -0.1577, -0.1165, 0.0747, 0.0519, 0.0796, 0.0606, -0.0925, -0.1495, 0.0587, 0.0899, 0.0656, 0.0302, -0.1477, -0.1434, 0.0751, 0.0827, 0.0730, 0.0312, -0.1461, -0.1315, 0.0748, 0.0603, 0.0844, 0.0584

Record 2
C17H56O12 | ωB97M-V with the def2-TZVPD basis set

Structure (ORCA input):
```
! RIJCOSX wB97M-V def2-TZVPD def2/J DEFGRID3
* xyz 0 1
O 0.106 -1.140 -26.108
H -0.579 -0.597 -25.705
H 0.926 -0.815 -25.725
O -2.865 -2.958 -22.722
H -3.783 -3.197 -22.555
H -2.376 -3.322 -21.976
O 0.102 -9.321 -23.535
H -0.476 -9.584 -22.815
H 0.706 -8.679 -23.135
O 1.549 -7.116 -22.337
H 1.430 -6.384 -21.715
H 1.835 -6.710 -23.163
O 2.880 -4.968 -26.235
H 2.478 -4.466 -26.949
H 2.321 -5.752 -26.141
C 0.240 -0.920 -22.388
C 0.244 -0.596 -20.915
O -0.672 -1.397 -20.197
O -1.015 -0.631 -22.973
H 0.440 -1.992 -22.514
H 1.047 -0.357 -22.872
H -0.025 0.460 -20.759
H 1.271 -0.671 -20.547
H -1.546 -1.089 -20.459
H -1.429 -1.481 -23.141
C 3.043 -3.597 -20.844
C 2.308 -4.665 -20.085
C 2.149 -4.379 -18.615
O 1.004 -4.905 -20.694
H 3.281 -3.940 -21.851
H 4.012 -3.433 -20.361
H 2.492 -2.656 -20.889
H 2.838 -5.602 -20.267
H 1.756 -3.365 -18.488
H 3.111 -4.415 -18.099
H 1.489 -5.107 -18.151
H 0.478 -4.108 -20.568
C 0.990 -7.876 -28.105
C -0.493 -8.181 -27.981
C -1.331 -6.937 -28.263
O -0.842 -9.211 -28.917
H 1.648 -8.656 -27.732
H 1.306 -6.925 -27.675
H 1.173 -7.719 -29.178
H -0.768 -8.616 -27.018
H -0.999 -6.074 -27.686
H -2.401 -7.071 -28.109
H -1.202 -6.672 -29.320
H -0.482 -8.931 -29.765
C -3.735 -3.549 -26.628
C -4.742 -2.446 -26.404
C -5.343 -1.940 -27.685
O -5.826 -2.961 -25.618
H -4.198 -4.480 -26.959
H -3.335 -3.807 -25.635
H -2.885 -3.271 -27.249
H -4.313 -1.646 -25.791
H -6.226 -1.329 -27.488
H -5.716 -2.782 -28.273
H -4.622 -1.367 -28.268
H -5.473 -3.606 -24.991
C -1.718 -5.987 -24.245
C -0.496 -5.380 -24.906
C -0.019 -4.176 -24.122
O 0.575 -6.321 -24.926
H -2.529 -5.259 -24.249
H -1.468 -6.182 -23.198
H -2.005 -6.895 -24.777
H -0.735 -4.973 -25.896
H 0.350 -4.462 -23.133
H -0.895 -3.534 -23.976
H 0.712 -3.570 -24.653
H 0.195 -7.205 -24.830
C -6.418 -7.079 -23.208
C -6.344 -5.567 -23.363
C -6.640 -4.885 -22.017
O -5.041 -5.179 -23.832
H -6.581 -7.563 -24.175
H -7.314 -7.362 -22.649
H -5.524 -7.460 -22.720
H -7.055 -5.205 -24.102
H -6.435 -3.817 -22.084
H -5.991 -5.287 -21.234
H -7.679 -5.101 -21.772
H -4.384 -5.613 -23.279
*
```

Results
* energy relative to the best compared isomer or geometry (same formula, charge and spin): 0.0 kcal/mol
* orbital gap: 9.952 eV
* SMILES: CC(C)O.CC(C)O.CC(C)O.CC(C)O.CC(C)O.OCCO.O.O.O.O.O

Löwdin charges, unit e, in atom order: -0.0569, 0.0276, 0.0310, -0.0378, 0.0403, 0.0535, -0.0633, 0.0357, -0.0109, -0.0549, 0.0015, 0.0391, -0.0614, 0.0339, -0.0053, -0.2556, -0.2584, -0.0625, -0.0602, 0.1018, 0.1232, 0.1260, 0.1098, 0.0851, 0.0317, -0.0428, -0.4709, -0.0467, -0.0933, 0.0874, 0.0905, 0.0646, 0.1369, 0.0851, 0.0853, 0.0842, 0.0806, -0.0477, -0.4814, -0.0516, -0.0576, 0.0870, 0.0527, 0.0860, 0.1329, 0.0542, 0.0800, 0.0855, 0.0773, -0.0537, -0.4945, -0.0608, -0.0660, 0.0931, 0.0516, 0.0856, 0.1343, 0.0792, 0.0845, 0.0808, 0.0314, -0.0341, -0.4653, -0.0497, -0.0719, 0.0398, 0.0960, 0.0919, 0.1201, 0.0690, 0.0561, 0.0761, 0.0667, -0.0500, -0.4612, -0.0509, -0.0901, 0.0838, 0.0820, 0.0839, 0.1404, 0.0755, 0.0814, 0.0818, 0.0719

Record 3
C17H60N14O13 | ωB97M-V with the def2-TZVPD basis set

Structure (ORCA input):
```
! RIJCOSX wB97M-V def2-TZVPD def2/J DEFGRID3
* xyz 0 1
C 4.207 -16.300 13.375
C 5.565 -15.977 13.999
O 6.089 -14.901 13.329
H 4.290 -16.766 12.363
H 3.612 -15.383 13.285
H 3.688 -16.987 13.978
H 6.259 -16.793 14.008
H 5.417 -15.647 14.985
H 7.074 -14.817 13.561
C -1.525 -18.541 18.459
C -2.884 -17.840 18.617
O -3.172 -17.002 17.469
H -1.566 -19.303 17.727
H -1.173 -19.156 19.305
H -0.705 -17.742 18.343
H -2.879 -17.271 19.549
H -3.647 -18.652 18.794
H -2.496 -16.304 17.558
C -2.939 -19.978 15.338
C -2.239 -18.665 14.924
O -1.605 -18.825 13.650
H -3.604 -19.685 16.143
H -2.306 -20.779 15.731
H -3.609 -20.412 14.558
H -1.481 -18.385 15.664
H -2.999 -17.887 14.942
H -0.914 -18.163 13.506
C 0.338 -16.091 20.416
C 0.677 -14.607 20.311
O 0.807 -14.291 18.922
H 0.479 -16.395 21.415
H 1.034 -16.720 19.801
H -0.655 -16.339 20.102
H 1.613 -14.387 20.832
H -0.134 -13.955 20.704
H 0.834 -13.335 18.821
C 3.572 -11.945 13.864
O 3.494 -13.296 14.221
N 4.165 -11.563 12.788
N 2.965 -10.910 14.493
H 4.713 -12.284 12.269
H 4.461 -10.575 12.693
H 2.611 -11.157 15.425
H 3.229 -9.957 14.336
C 5.615 -13.165 16.739
O 6.095 -12.493 15.603
N 6.276 -13.194 17.854
N 4.451 -13.787 16.762
H 7.118 -12.636 17.805
H 6.000 -13.577 18.748
H 4.012 -13.761 15.835
H 4.138 -14.622 17.330
C 3.160 -11.692 18.887
O 3.487 -12.791 19.658
N 2.541 -10.625 19.341
N 3.122 -11.748 17.638
H 2.535 -10.471 20.399
H 2.456 -9.818 18.682
H 3.683 -12.637 17.289
H 3.675 -10.936 17.261
C -0.369 -12.611 13.757
O 0.407 -13.514 13.070
N 0.042 -11.476 14.133
N -1.657 -12.805 14.047
H 0.990 -11.271 13.788
H -0.564 -10.668 14.214
H -2.121 -13.659 13.625
H -2.243 -12.036 14.420
C 3.417 -16.727 17.651
O 2.222 -17.508 17.577
N 3.589 -15.683 18.395
N 4.488 -17.007 16.999
H 2.760 -15.404 18.919
H 4.464 -15.410 18.822
H 4.500 -17.833 16.358
H 5.340 -16.502 17.060
C -2.225 -14.242 16.937
O -3.474 -13.599 16.850
N -1.919 -14.786 18.089
N -1.416 -14.445 15.960
H -2.637 -14.510 18.785
H -0.975 -14.865 18.458
H -1.563 -13.791 15.192
H -0.480 -14.836 16.081
C 0.896 -17.367 12.615
O 1.253 -17.155 11.314
N 0.086 -16.614 13.284
N 1.250 -18.458 13.213
H 0.004 -15.721 12.857
H 0.086 -16.665 14.349
H 2.148 -18.932 12.773
H 1.224 -18.701 14.230
C 0.949 -20.478 15.940
O 1.373 -19.141 15.702
H 0.256 -20.533 16.798
H 1.790 -21.137 16.181
H 0.467 -20.932 15.060
H 1.960 -18.815 16.439
C 1.528 -15.227 15.747
O 0.569 -16.242 15.884
H 1.225 -14.476 14.971
H 2.581 -15.603 15.477
H 1.683 -14.689 16.602
H 0.799 -16.796 16.667
*
```

Results
* energy relative to the best compared isomer or geometry (same formula, charge and spin): 34.9 kcal/mol
* orbital gap: 7.026 eV

Löwdin population analysis, charges in e, atoms 1 to 99: -0.0640, -0.3681, -0.0885, 0.1008, 0.0670, 0.0259, 0.1051, 0.0461, 0.1329, -0.0946, -0.2894, -0.0999, 0.0219, 0.0799, 0.0771, 0.0862, 0.1215, 0.0030, -0.0822, -0.3027, -0.0960, 0.0525, 0.0562, 0.0847, 0.0787, 0.1004, 0.0062, -0.0621, -0.2797, -0.1317, 0.0648, 0.0810, 0.0416, 0.1007, 0.1280, 0.0904, -0.5423, -0.1139, 0.1833, 0.1346, 0.1594, 0.1376, 0.0872, 0.1086, -0.5885, -0.1154, 0.1876, 0.1135, 0.1256, 0.1092, 0.0697, 0.0595, -0.6909, -0.1299, 0.1427, 0.1230, 0.1571, 0.1350, 0.0558, 0.1420, -0.6134, -0.0743, 0.1774, 0.1193, 0.1000, 0.1301, 0.1837, 0.1527, -0.5221, -0.1248, 0.1614, 0.2121, 0.1087, 0.1385, 0.1691, 0.1121, -0.6012, -0.1548, 0.1341, 0.2109, 0.1544, 0.0760, 0.0067, 0.0711, -0.6896, -0.1361, 0.1627, 0.1411, 0.0808, 0.1015, 0.1735, 0.0398, -0.1176, -0.1851, 0.0732, 0.0763, 0.0958, 0.0624, -0.1507

> The highest orbital gap belongs to which entry?

C17H56O12

> What is the formula in the first record?

C17H56O11